No. 1
C4H7BrOS in the gas phase in a non-equilibrium geometry. Source: OMol25; level of theory: ωB97M-V with the def2-TZVPD basis set.

Last column: natural (NBO) charge in e.
Atoms and positions in Å:
1 C 1.23605 -0.85108 0.05352  -0.50
2 C 0.37154 -1.85970 0.59862  -0.33
3 C 0.45131 0.29868 -0.91849  -0.04
4 C -1.35588 1.27885 0.01173  0.02
5 O -0.12400 1.31795 -0.36974  -0.50
6 S -1.95492 2.28420 1.34545  0.06
7 Br -2.63489 0.26484 -1.10923  0.00
8 H 1.83446 -0.17237 0.71626  0.21
9 H 1.85420 -1.24452 -0.68842  0.20
10 H 0.27622 -2.88661 0.12242  0.19
11 H -0.21302 -1.55763 1.50544  0.18
12 H 1.32768 0.66390 -1.46907  0.18
13 H -0.24741 -0.26393 -1.57857  0.18
14 H -0.82134 2.72742 1.78008  0.13

Output
Gap between HOMO and LUMO (spin up / spin down), eV: 8.263 / 7.020
Multiplicity: 1
HOMO (spin up / spin down), eV: -7.775 / -6.826

No. 2
C4H7Cl in the gas phase in a non-equilibrium geometry. Source: OMol25; level of theory: ωB97M-V with the def2-TZVPD basis set.

Last column: natural (NBO) charge in e.
Atoms and positions in Å:
1 C 1.81859 -0.50206 -0.10924  -0.39
2 C 0.79263 -0.22450 0.73489  -0.21
3 C -0.53095 -0.41188 0.04320  -0.45
4 C -1.34912 0.79893 -0.20641  -0.36
5 Cl -2.16857 1.44346 1.24402  -0.10
6 H 3.05112 -0.30696 -0.20992  0.21
7 H 1.72166 -1.02933 -1.14663  0.19
8 H 0.83359 0.02407 1.74141  0.22
9 H -1.05863 -1.42448 0.34943  0.22
10 H -0.29648 -0.53419 -0.99940  0.22
11 H -2.10127 0.45719 -0.89909  0.22
12 H -0.71256 1.70976 -0.54226  0.23

Output
Gap between HOMO and LUMO, eV: 10.874
Multiplicity: 1
Structure (SMILES): C=CCCCl
HOMO, eV: -9.826

No. 3
A molecular structure, C4H7Cl2N in a non-equilibrium geometry. Source: OMol25; level of theory: ωB97M-V with the def2-TZVPD basis set.

Last column: natural (NBO) charge in e.
Atoms and positions in Å:
1 C 0.80855 -0.25305 -1.12567  -0.39
2 C -0.60283 0.13198 -1.09143  -0.40
3 C 0.33961 0.98056 -0.28995  -0.38
4 C 0.45757 1.09875 1.12320  0.14
5 N 0.23426 -0.42841 2.26084  -0.79
6 Cl 2.21621 1.51272 1.58597  -0.07
7 Cl -0.63702 2.23204 1.81337  0.06
8 H 1.24490 -1.13024 -0.63955  0.23
9 H 1.35473 -0.05914 -2.06956  0.22
10 H -0.95066 0.59041 -2.03402  0.23
11 H -1.32856 -0.46080 -0.58430  0.23
12 H 0.66224 1.93255 -0.72518  0.25
13 H -0.03507 -0.96703 1.53318  0.32
14 H 1.13427 -0.71480 2.65076  0.36

Output
Gap between HOMO and LUMO, eV: 10.619
Multiplicity: 1
HOMO, eV: -9.927

No. 4
C4H7Cl2NO in the gas phase in a non-equilibrium geometry. Source: OMol25; level of theory: ωB97M-V with the def2-TZVPD basis set.

Last column: natural (NBO) charge in e.
Atoms and positions in Å:
1 C 0.09076 0.85300 -1.56152  -0.49
2 C 0.08327 1.04320 -0.06722  0.03
3 C 1.61321 0.72423 -1.60491  -0.22
4 C -1.53987 -1.57436 1.47468  -0.25
5 N 0.03035 0.08448 0.85129  -0.31
6 O -0.50907 -1.18056 0.60292  -0.40
7 Cl 2.59325 2.20176 -1.61202  -0.04
8 Cl 2.39323 -0.60066 -0.83738  0.01
9 H -0.43304 0.06980 -2.14287  0.25
10 H -0.25033 1.69515 -2.17039  0.26
11 H 0.29081 2.00745 0.30824  0.22
12 H -2.24376 -2.13270 0.88750  0.20
13 H -1.81730 -0.68366 1.95186  0.19
14 H -1.07385 -2.37539 2.23680  0.16
15 H 0.77233 -0.13173 1.68302  0.39

Output
Gap between HOMO and LUMO (spin up / spin down), eV: 7.686 / 7.581
Multiplicity: 1
HOMO (spin up / spin down), eV: -7.029 / -6.930

No. 5
C4H7Cl2NOSi in the gas phase in a non-equilibrium geometry. Source: OMol25; level of theory: ωB97M-V with the def2-TZVPD basis set.

Last column: natural (NBO) charge in e.
Atoms and positions in Å:
1 C 1.67938 -0.16422 -0.45941  -0.59
2 C 0.51546 0.49500 0.32477  -0.35
3 C 0.35809 1.94647 -0.18253  -0.09
4 O -1.06950 2.01737 -0.64728  -0.36
5 N -1.62980 0.78855 -0.51865  -0.12
6 C -0.78216 -0.08208 -0.15260  -0.07
7 Si -1.71798 -2.06114 0.49682  1.18
8 Cl -0.11872 -3.25341 0.38342  -0.35
9 Cl -2.37188 -1.89180 2.45516  -0.35
10 H 1.22123 -0.51310 -1.35768  0.21
11 H 2.22200 -0.96320 -0.13284  0.22
12 H 2.36340 0.70084 -0.85164  0.20
13 H 0.58470 0.59250 1.39696  0.23
14 H 0.48914 2.61647 0.65545  0.19
15 H 1.09658 2.17228 -0.93530  0.19
16 H -2.83994 -2.40052 -0.47466  -0.13

Output
Gap between HOMO and LUMO, eV: 9.930
Multiplicity: 1
Structure (SMILES): C[C@H]1CON=C1[SiH](Cl)Cl
HOMO, eV: -9.361

No. 6
A gas-phase ion, C4H7ClIN4O3P2 (charge +1) in a non-equilibrium geometry. Source: OMol25; level of theory: ωB97M-V with the def2-TZVPD basis set.

Last column: natural (NBO) charge in e.
Atoms and positions in Å:
1 N -1.84386 -0.55080 -1.60765  -0.78
2 C -0.72531 -0.13865 -0.90167  0.38
3 C -0.41432 1.23142 -0.69888  0.29
4 O -1.22441 2.18601 -1.20065  -0.65
5 C 0.70392 1.51237 -0.00269  -0.41
6 P 1.08134 3.35423 0.23315  1.14
7 O 1.08488 3.44400 1.86968  -0.95
8 Cl 3.01676 3.63284 -0.42920  -0.27
9 C 1.52391 0.46047 0.49692  0.07
10 I 3.30388 0.75759 1.56484  0.31
11 N 1.19587 -0.78243 0.32335  -0.26
12 N 0.08920 -1.01525 -0.36825  -0.35
13 P -0.33503 -2.83469 -0.62290  1.45
14 N -1.48158 -3.12711 0.63164  -1.12
15 O 0.93421 -3.66498 -0.08857  -0.98
16 H -2.19394 0.22856 -2.15730  0.42
17 H -2.56822 -0.82350 -0.94837  0.40
18 H -1.94416 2.34238 -0.57349  0.51
19 H 0.85526 2.59065 2.25735  0.50
20 H -1.88920 -2.22878 0.88931  0.37
21 H -0.93763 -3.40038 1.45596  0.40
22 H 1.76845 -3.17394 -0.12260  0.53

Output
Gap between HOMO and LUMO, eV: 7.527
Multiplicity: 1
HOMO, eV: -12.565
Net charge: +1

No. 7
A molecular structure, C4H7ClN in a non-equilibrium geometry. Source: OMol25; level of theory: ωB97M-V with the def2-TZVPD basis set.

Last column: natural (NBO) charge in e.
Atoms and positions in Å:
1 C 0.89818 1.04454 0.28389  -0.24
2 C -0.95239 -0.49455 0.37235  -0.27
3 C 1.10526 -0.22400 -0.39770  -0.03
4 C -0.74517 -0.39830 -1.05615  -0.21
5 N 0.39038 -0.14265 0.85666  -0.36
6 Cl -1.32600 0.93311 -1.85328  0.14
7 H 1.55037 1.48039 0.88739  0.24
8 H 0.28996 1.83109 -0.11706  0.25
9 H -1.70539 0.09000 0.76147  0.24
10 H -1.29413 -1.45255 0.67384  0.25
11 H 1.94055 -0.78304 -0.65301  0.26
12 H -0.66956 -1.35032 -1.61391  0.26
13 H 0.51794 -0.53372 1.85553  0.47

Output
Gap between HOMO and LUMO, eV: 10.919
Multiplicity: 1
HOMO, eV: -14.676
Net charge: +1

No. 8
2 unconnected molecules or ions with the total composition C4H7ClN2 in a non-equilibrium geometry. Source: OMol25; level of theory: ωB97M-V with the def2-TZVPD basis set.

Last column: natural (NBO) charge in e.
Atoms and positions in Å:
1 Cl 1.79570 1.42655 1.21644  0.14
2 C 2.01555 -0.18068 0.94541  0.27
3 N 2.80344 -1.09209 0.62360  -0.23
4 N 1.36702 -1.38751 1.16048  -0.50
5 H 1.39061 -1.70695 2.13362  0.33
6 C 0.06018 -0.36782 -1.12640  -0.40
7 C -0.65611 0.69254 -0.80139  -0.18
8 C -2.04827 0.64563 -0.26947  -0.64
9 H 1.05293 -0.28308 -1.53678  0.20
10 H -0.32488 -1.36718 -1.02842  0.20
11 H -0.24248 1.68864 -0.91194  0.19
12 H -2.40970 -0.37802 -0.22227  0.21
13 H -2.71158 1.22701 -0.91103  0.22
14 H -2.09241 1.08296 0.72815  0.21

Output
Gap between HOMO and LUMO, eV: 9.844
Multiplicity: 1
Structure (SMILES): ClC1=NN1.C=CC
HOMO, eV: -9.228

| no. | DFT total energy (a.u.) |
| --- | --- |
| 1 | -3203.86495 |
| 2 | -616.71295 |
| 3 | -1131.64345 |
| 4 | -1206.78669 |
| 5 | -1496.46831 |
| 6 | -2041.74739 |
| 7 | -671.15586 |
| 8 | -726.16530 |